{"formula": "C6H13NO", "method": "wB97M-V/def2-TZVPD", "homo_lumo_gap_ha": 0.320, "e_lumo_ev": 0.9, "total_charge": 0, "species": ["C", "C", "C", "C", "N", "H", "H", "H", "H", "H", "H", "H", "H", "H", "C", "C", "O", "H", "H", "H", "H"], "xyz": [[-1.80216, 0.18011, 0.75670], [-0.37265, -0.02026, 1.13834], [-0.07293, -1.25877, 1.91929], [0.63187, 0.79642, 0.72763], [0.43002, 2.11772, 0.28913], [-2.25613, -0.76994, 0.47606], [-2.35090, 0.62314, 1.58971], [-1.90280, 0.83491, -0.10895], [-0.57887, -1.20877, 2.88585], [0.99424, -1.37384, 2.09802], [-0.43730, -2.14068, 1.39266], [1.62064, 0.65002, 1.14702], [1.24796, 2.52833, -0.13726], [-0.37838, 2.22229, -0.30873], [0.76788, -0.00074, -2.43635], [0.66137, -0.95746, -1.28360], [-0.25963, -1.76200, -1.18167], [1.21208, 0.93628, -2.10313], [-0.21271, 0.20382, -2.86109], [1.42442, -0.42196, -3.19750], [1.63396, -1.17863, -0.80213]], "nbo_charge": [-0.651, -0.001, -0.634, -0.065, -0.819, 0.233, 0.223, 0.199, 0.213, 0.208, 0.228, 0.192, 0.368, 0.367, -0.719, 0.439, -0.577, 0.216, 0.227, 0.240, 0.111]}

=====

{"formula": "C20H28NO3Sc", "method": "wB97M-V/def2-TZVPD", "homo_lumo_gap_ha": 0.216, "e_lumo_ev": 0.1, "total_charge": 0, "species": ["O", "C", "C", "H", "H", "C", "H", "H", "C", "H", "H", "H", "C", "H", "H", "H", "Sc", "C", "C", "C", "H", "C", "C", "H", "H", "H", "H", "C", "C", "C", "H", "C", "C", "H", "H", "H", "H", "O", "C", "C", "H", "H", "C", "H", "H", "C", "H", "H", "H", "H", "O", "C", "N"], "xyz": [[-0.69679, 1.14009, -1.58584], [0.66650, 1.64984, -1.82094], [0.12551, 3.08434, -2.07567], [1.20473, 1.14020, -2.69237], [1.32121, 1.47979, -0.90176], [-1.35041, 2.47822, -1.68259], [0.51502, 3.50657, -3.01939], [0.54583, 3.82366, -1.36995], [-2.42987, 2.06295, -2.74080], [-2.10126, 1.22916, -3.41827], [-2.86208, 2.84353, -3.36147], [-3.21252, 1.63558, -2.10882], [-1.93068, 3.01239, -0.28413], [-1.33462, 3.47741, 0.54424], [-2.54794, 2.27029, 0.20378], [-2.61279, 3.88125, -0.33191], [0.67472, -0.69111, 2.14087], [1.28184, 1.10412, 3.56194], [2.46479, 0.33232, 3.32715], [2.77331, 0.37914, 1.92298], [3.11361, -0.11609, 4.07984], [1.81999, 1.24676, 1.32963], [0.89942, 1.67281, 2.31126], [0.15427, 2.44161, 2.14207], [0.80343, 1.31388, 4.52545], [3.62483, -0.09073, 1.42584], [1.88753, 1.69741, 0.35312], [-1.08849, -1.56413, 3.67440], [-1.43589, -0.12748, 3.46034], [-1.94017, 0.03035, 2.17174], [-1.54775, 0.57950, 4.28485], [-1.73659, -1.21917, 1.43810], [-1.36413, -2.20552, 2.35002], [-1.32816, -3.29736, 2.24590], [-1.35537, -1.97420, 4.67213], [-2.56980, 0.85167, 1.80986], [-1.89757, -1.33275, 0.35873], [0.18792, -1.92929, -1.82906], [-0.10531, -1.39592, -3.14004], [0.57528, -2.19605, -4.24496], [0.19713, -0.33222, -3.26270], [-1.17915, -1.35943, -3.36233], [1.55394, -3.15058, -3.50591], [0.99229, -1.51449, -4.99635], [-0.15838, -2.81621, -4.78487], [1.18773, -3.00481, -2.01212], [2.60615, -2.88561, -3.67062], [1.40029, -4.15652, -3.93373], [2.11045, -2.71189, -1.46520], [0.84993, -3.98957, -1.62149], [1.46130, -2.31505, 6.08955], [1.12279, -2.10980, 4.95955], [0.66402, -1.87890, 3.83996]], "nbo_charge": [-0.563, -0.057, -0.466, 0.165, 0.169, 0.295, 0.221, 0.208, -0.629, 0.229, 0.210, 0.219, -0.664, 0.223, 0.224, 0.222, 1.322, -0.314, -0.300, -0.373, 0.248, -0.331, -0.295, 0.243, 0.252, 0.245, 0.224, -0.136, -0.377, -0.289, 0.222, -0.346, -0.406, 0.234, 0.216, 0.224, 0.250, -0.532, -0.069, -0.431, 0.174, 0.180, -0.436, 0.215, 0.203, -0.078, 0.210, 0.216, 0.171, 0.186, -0.564, 0.835, -0.797]}

=====

{"formula": "CH6P4", "method": "wB97M-V/def2-TZVPD", "homo_lumo_gap_ha": 0.335, "e_lumo_ev": 0.5, "total_charge": 0, "species": ["C", "P", "P", "P", "P", "H", "H", "H", "H", "H", "H"], "xyz": [[0.52307, 0.88180, 0.56088], [0.01528, 1.99826, -0.89107], [-0.06703, -0.05898, -1.81524], [-0.89881, -0.37946, 0.12489], [0.07512, -2.24186, 0.40605], [1.54142, 0.48086, 0.31466], [0.40135, 1.24151, 1.58159], [-1.25805, 2.25457, -0.30432], [-1.31651, -0.17038, -2.36066], [-0.27934, -2.39644, 1.85461], [1.26351, -1.60987, 0.52862]], "nbo_charge": [-0.950, 0.283, 0.000, 0.267, -0.006, 0.227, 0.243, -0.028, -0.011, -0.002, -0.022]}

=====

One value per record, in order, for energy: -366.36175, -1819.89613, -1407.04108 Eh.
One value per record, in order, for maximum force: 0.056, 0.114, 0.056 hartree/bohr.
One value per record, in order, for E_HOMO: -7.83, -5.74, -8.64 eV.